Below is a 5-piece molecular cluster, C12H34O5 overall, with properties calculated with the ωB97M-V functional and the def2-TZVPD basis.

```
! wB97M-V def2-TZVPD RIJCOSX def2/J DEFGRID3
* xyz 0 1
O -3.01 -0.68 -4.72
H -2.30 -0.53 -4.09
H -3.62 0.04 -4.56
C 0.34 0.92 -0.54
C -0.88 0.90 -1.53
C -1.17 2.09 -2.37
O -0.67 -0.20 -2.41
H 1.31 0.82 -1.03
H 0.19 0.16 0.23
H 0.28 1.90 -0.06
H -1.77 0.57 -1.00
H -1.93 1.67 -3.04
H -0.26 2.43 -2.87
H -1.52 2.92 -1.75
H -0.42 -0.97 -1.90
C 3.43 -3.82 3.30
C 2.35 -3.36 2.34
C 1.85 -1.92 2.52
O 3.01 -3.30 1.16
H 4.23 -3.09 3.23
H 3.79 -4.84 3.15
H 3.07 -3.89 4.33
H 1.44 -3.95 2.26
H 1.49 -1.58 1.55
H 2.63 -1.22 2.81
H 1.02 -1.80 3.22
H 3.32 -4.17 0.89
C -1.26 -3.64 -0.69
C 0.09 -4.06 -1.37
C -0.02 -5.59 -1.53
O 0.23 -3.37 -2.62
H -1.30 -4.17 0.26
H -2.14 -3.95 -1.25
H -1.29 -2.57 -0.48
H 0.94 -3.72 -0.78
H -0.92 -5.84 -2.09
H -0.08 -6.01 -0.53
H 0.94 -5.94 -1.91
H -0.64 -3.28 -3.02
C -0.15 7.40 2.16
C -1.19 6.45 1.66
C -1.16 5.88 0.24
O -1.16 5.35 2.52
H -0.33 8.43 1.87
H 0.81 7.10 1.75
H -0.09 7.37 3.25
H -2.15 6.95 1.78
H -1.62 4.90 0.17
H -0.18 5.91 -0.24
H -1.78 6.56 -0.35
H -1.78 4.77 2.07
*
```

## Properties
Orbital gap (eV): 10.70
Highest occupied orbital energy (Ha): -0.3716
SMILES: CC(C)O.CC(C)O.CC(C)O.CC(C)O.O
Strongest force on any atom (eV Å⁻¹): 3.75
Energy relative to the best compared isomer or geometry (same formula, charge and spin) (kcal/mol): 47.4
DFT total energy (Eh): -853.73944
LUMO energy (eV): 0.58

Below is C12H35BaNO17S2 as an isolated structure, with properties calculated with the ωB97M-V functional and the def2-TZVPD basis.

```
! wB97M-V def2-TZVPD RIJCOSX def2/J DEFGRID3
* xyz -2 1
Ba -0.28 -0.15 -0.05
S -2.39 -2.82 -1.93
O -1.71 -1.53 -1.59
O -1.68 -3.94 -1.30
O -3.67 -2.85 -1.20
O -2.59 -2.93 -3.39
S -1.57 -2.32 2.70
O -1.11 -0.96 2.28
O -2.55 -2.24 3.81
O -2.18 -2.96 1.56
O -0.47 -3.08 3.31
C 2.19 -1.23 -2.48
C 3.20 -0.14 -2.41
O 3.04 0.56 -1.17
O 0.83 -0.85 -2.48
H 2.44 -1.99 -1.72
H 2.39 -1.85 -3.37
H 2.96 0.61 -3.18
H 4.26 -0.31 -2.61
H 3.15 1.51 -1.29
H 0.36 -1.49 -3.04
C -0.82 2.28 -3.34
C -1.26 3.73 -3.11
O -0.47 4.37 -2.09
O -1.32 1.34 -2.39
H 0.26 2.18 -3.42
H -1.21 1.99 -4.32
H -2.31 3.82 -2.82
H -1.09 4.29 -4.03
H -0.89 5.22 -1.94
H -2.11 0.87 -2.67
C 2.79 0.01 2.48
C 2.00 -0.46 3.68
O 0.76 0.21 3.78
O 2.17 -0.26 1.24
H 3.81 -0.40 2.51
H 2.89 1.11 2.57
H 2.59 -0.14 4.54
H 1.80 -1.53 3.69
H 0.05 -0.30 3.28
H 2.73 0.05 0.52
C 1.14 -5.09 1.04
C 1.62 -3.91 0.18
O 0.60 -2.90 0.11
O 1.25 -4.83 2.43
H 1.79 -5.95 0.83
H 0.11 -5.39 0.83
H 1.72 -4.13 -0.89
H 2.52 -3.42 0.55
H -0.20 -3.39 -0.21
H 0.60 -4.10 2.66
C -0.40 4.38 1.59
C -0.60 2.89 1.31
C -2.09 2.69 0.91
O -2.31 1.34 0.42
C -3.67 0.93 0.22
N 0.26 2.55 0.16
H -1.15 4.71 2.32
H -0.41 5.05 0.73
H 0.58 4.62 2.01
H -0.25 2.30 2.16
H -2.52 3.30 0.11
H -2.66 2.82 1.83
H -4.27 1.44 -0.54
H -4.15 0.87 1.20
H -3.65 -0.10 -0.16
H 1.18 2.94 0.30
H -0.06 2.98 -0.70
*
```

## Properties
Orbital gap (eV): 3.47
Highest occupied orbital energy (Ha): -0.0236
Strongest force on any atom (eV Å⁻¹): 5.03
Energy relative to the best compared isomer or geometry (same formula, charge and spin) (kcal/mol): 0.0
DFT total energy (Eh): -2634.00859
LUMO energy (eV): 2.82

Below is a 5-piece molecular cluster, C12H35BrFN12O7P2 overall, with properties calculated with the ωB97M-V functional and the def2-TZVPD basis.

```
! wB97M-V def2-TZVPD RIJCOSX def2/J DEFGRID3
* xyz 1 1
C -3.66 0.99 2.28
O -3.14 0.00 1.43
C -1.73 -0.09 1.47
C -1.04 1.19 0.98
C 0.25 0.91 0.19
C 0.14 1.26 -1.29
C 0.88 0.24 -2.19
F -0.05 -0.56 -2.81
C 1.83 0.86 -3.19
N 1.22 2.01 -3.89
C 0.42 2.75 -3.03
N -0.55 3.46 -3.53
P -0.92 3.60 -5.30
O -1.26 2.07 -5.63
Br -2.96 4.41 -5.00
N 0.66 2.62 -1.67
P 0.12 3.99 -0.67
N 1.19 3.95 0.62
O 0.86 5.08 -1.64
H -4.65 0.68 2.61
H -3.05 1.11 3.18
H -3.77 1.95 1.78
H -1.43 -0.34 2.49
H -1.46 -0.93 0.83
H -0.85 1.84 1.83
H -1.78 1.71 0.37
H 1.12 1.35 0.65
H 0.41 -0.16 0.23
H -0.92 1.20 -1.58
H 1.50 -0.39 -1.56
H 2.73 1.17 -2.65
H 2.10 0.11 -3.92
H 1.93 2.62 -4.29
H -1.12 4.00 -2.89
H -1.48 1.55 -4.85
H 0.74 3.49 1.40
H 2.05 3.43 0.44
H 0.69 5.96 -1.29
C 2.63 -1.73 2.20
O 1.85 -0.82 1.94
N 3.94 -1.50 2.51
N 2.23 -3.03 2.22
H 4.59 -2.22 2.73
H 4.25 -0.54 2.51
H 1.26 -3.22 2.03
H 2.84 -3.79 2.45
C -1.79 -3.29 4.10
O -0.96 -3.51 3.22
N -1.43 -2.71 5.29
N -3.10 -3.61 3.97
H -2.08 -2.51 6.03
H -0.47 -2.47 5.41
H -3.41 -4.04 3.11
H -3.78 -3.42 4.68
C 4.83 3.14 -2.77
O 4.95 2.26 -1.94
N 5.79 3.42 -3.70
N 3.70 3.92 -2.83
H 5.70 4.15 -4.39
H 6.63 2.87 -3.68
H 3.00 3.72 -2.13
H 3.53 4.65 -3.49
C -3.91 -6.39 1.44
O -4.39 -5.30 1.71
N -4.04 -7.46 2.28
N -3.22 -6.62 0.29
H -3.66 -8.37 2.09
H -4.54 -7.32 3.14
H -3.12 -5.85 -0.34
H -2.83 -7.51 0.05
*
```

## Properties
Orbital gap (eV): 7.96
Highest occupied orbital energy (Ha): -0.4129
Strongest force on any atom (eV Å⁻¹): 1.00
DFT total energy (Eh): -5018.62001
LUMO energy (eV): -3.28

Below is a 5-piece molecular cluster, C12H35IO5PS overall, with properties calculated with the ωB97M-V functional and the def2-TZVPD basis.

```
! wB97M-V def2-TZVPD RIJCOSX def2/J DEFGRID3
* xyz 1 1
C 3.72 1.12 -2.30
C 3.60 -0.33 -1.82
I 4.73 -0.76 -0.06
C 2.16 -0.80 -1.57
S 1.37 0.19 -0.25
P -0.84 -0.24 -0.24
C -1.13 0.04 -2.02
O -1.27 1.16 0.43
H 4.46 1.69 -1.74
H 4.00 1.15 -3.35
H 2.76 1.65 -2.20
H 4.00 -1.00 -2.59
H 1.53 -0.66 -2.46
H 2.12 -1.84 -1.25
H 1.72 -0.56 0.81
H -0.29 0.38 -2.63
H -1.91 0.80 -2.07
H -1.52 -0.90 -2.44
H -0.84 1.97 0.11
C -3.45 -2.97 2.09
C -2.72 -4.01 1.26
O -2.31 -3.49 -0.01
H -4.33 -2.61 1.55
H -3.78 -3.40 3.03
H -2.81 -2.12 2.31
H -3.37 -4.85 1.03
H -1.85 -4.39 1.80
H -1.73 -2.74 0.11
C 0.29 4.84 2.56
C -0.31 5.01 1.18
O -0.67 3.75 0.59
H 1.18 4.20 2.52
H 0.58 5.81 2.98
H -0.43 4.38 3.25
H 0.41 5.46 0.50
H -1.18 5.66 1.21
H -1.35 3.38 1.15
C 2.01 2.04 3.21
C 3.34 2.40 3.85
O 4.36 1.47 3.54
H 1.71 1.04 3.52
H 1.23 2.75 3.48
H 2.10 2.05 2.11
H 3.26 2.39 4.93
H 3.64 3.41 3.55
H 4.47 1.44 2.59
C -2.32 -4.18 -4.10
C -3.49 -3.36 -3.60
O -3.99 -3.81 -2.36
H -2.60 -5.22 -4.19
H -1.97 -3.82 -5.07
H -1.48 -4.12 -3.40
H -4.32 -3.42 -4.30
H -3.20 -2.29 -3.53
H -3.28 -3.76 -1.70
*
```

## Properties
Orbital gap (eV): 8.14
Highest occupied orbital energy (Ha): -0.4385
Strongest force on any atom (eV Å⁻¹): 0.55
DFT total energy (Eh): -1891.35321
LUMO energy (eV): -3.79

Question: DFT total energy of number 1 (C12H34O5)?
Answer: -853.73944 Eh

Question: Among the records above, which one has the lowest LUMO energy?
Answer: C12H35IO5PS